(1)
Molecular formula: C23H26CsIN2O2P
Method: DFT, ωB97M-V/def2-TZVPD

Structure (ORCA input):
```
! wB97M-V def2-TZVPD RIJCOSX def2/J DEFGRID3
* xyz -1 1
Cs 0.9479 3.0371 -0.2310
C -3.3096 0.5553 -1.1067
C -3.0486 -0.8226 -0.5582
C -4.1202 -1.6246 -0.1760
C -3.9216 -2.9073 0.3104
C -2.6350 -3.4077 0.4093
C -1.5573 -2.6218 0.0266
C -1.7367 -1.3208 -0.4491
P -0.3281 -0.2106 -0.9503
C 1.0362 -1.1011 -0.1091
C 2.0027 -1.7915 -0.8396
C 3.0489 -2.4458 -0.2103
C 3.1452 -2.4147 1.1732
C 2.1932 -1.7257 1.9063
C 1.1325 -1.0609 1.2898
C 0.1267 -0.3422 2.1453
C -0.2333 -0.6815 -2.7140
C -1.0729 -1.5774 -3.3759
C -0.9380 -1.7572 -4.7453
C 0.0302 -1.0432 -5.4412
C 0.8678 -0.1610 -4.7733
C 0.7708 0.0364 -3.3897
C 1.6103 0.9148 -2.5364
H -4.3798 0.7591 -1.1566
H -2.8922 0.6525 -2.1112
H -2.8344 1.3160 -0.4846
H -5.1282 -1.2336 -0.2657
H -4.7705 -3.5128 0.6056
H -2.4652 -4.4126 0.7784
H -0.5554 -3.0260 0.1001
H 1.9295 -1.8038 -1.9189
H 3.7886 -2.9747 -0.7992
H 3.9570 -2.9234 1.6793
H 2.2656 -1.7017 2.9893
H 0.4693 -0.3126 3.1815
H -0.8420 -0.8476 2.1229
H -0.0245 0.6917 1.8325
H -1.8242 -2.1343 -2.8288
H -1.5830 -2.4544 -5.2678
H 0.1351 -1.1853 -6.5116
H 1.6279 0.3877 -5.3184
H 1.4905 1.9714 -2.8341
H 2.6780 0.6742 -2.5277
C -0.6175 4.7513 4.2215
O 0.5128 3.9024 4.4203
C 0.8313 3.1517 3.3529
O 0.1274 3.0311 2.3751
N 2.0267 2.5194 3.5486
N 2.6186 2.0010 2.3854
H -0.7455 5.2948 5.1531
H -1.5067 4.1629 3.9993
H -0.4211 5.4433 3.4033
H 2.6322 3.0130 4.1917
H 3.0805 1.1257 2.5949
H 3.2795 2.6878 2.0209
I 3.1284 5.4598 1.4133
*
```

Calculated atomic charges, method natural (NBO), unit e:
1 Cs 0.94
2 C -0.64
3 C -0.01
4 C -0.22
5 C -0.22
6 C -0.23
7 C -0.21
8 C -0.32
9 P 0.82
10 C -0.30
11 C -0.18
12 C -0.23
13 C -0.22
14 C -0.23
15 C -0.02
16 C -0.65
17 C -0.39
18 C -0.16
19 C -0.27
20 C -0.22
21 C -0.22
22 C 0.01
23 C -1.00
24 H 0.20
25 H 0.23
26 H 0.23
27 H 0.20
28 H 0.20
29 H 0.20
30 H 0.22
31 H 0.23
32 H 0.20
33 H 0.20
34 H 0.20
35 H 0.21
36 H 0.22
37 H 0.24
38 H 0.20
39 H 0.20
40 H 0.19
41 H 0.20
42 H 0.16
43 H 0.19
44 C -0.25
45 O -0.52
46 C 0.91
47 O -0.70
48 N -0.48
49 N -0.68
50 H 0.19
51 H 0.19
52 H 0.20
53 H 0.38
54 H 0.36
55 H 0.39
56 I -0.95

=====

(2)
Molecular formula: C4H23N3O5
Method: DFT, ωB97M-V/def2-TZVPD

Structure (ORCA input):
```
! wB97M-V def2-TZVPD RIJCOSX def2/J DEFGRID3
* xyz 2 1
C 2.2193 0.4647 -2.0545
C 2.5982 -0.6114 -1.0446
C 2.1476 -0.5050 0.4090
N -0.5755 1.7660 0.7543
C 0.3787 0.9444 1.0929
N 0.7000 -0.2229 0.5767
N 0.8071 0.2401 -2.6391
H 2.8653 0.6472 -2.9029
H 2.2140 1.4023 -1.5019
H 2.2342 -1.5804 -1.3799
H 3.6803 -0.5758 -1.1307
H 2.3583 -1.4679 0.8731
H 2.7329 0.2055 0.9854
H -0.8722 2.5319 1.3463
H -1.3702 1.4871 0.1811
H 1.1393 1.3853 1.7075
H 0.1707 -1.0119 0.2182
H 0.8294 0.0815 -3.6452
H 0.1113 0.9664 -2.4345
H 0.5180 -0.5865 -2.1142
H -0.6301 -3.1647 0.4708
H -1.2773 -3.0210 -0.8750
O -0.5172 -2.7024 -0.3709
H -3.2864 -0.0813 0.2509
H -4.1384 1.0883 0.7343
O -3.2747 0.6743 0.8498
H 0.5149 1.7244 4.2401
H -0.8717 0.9878 3.8549
O 0.0516 1.1395 3.6376
H -2.2909 0.3969 -3.3353
H -2.3755 1.8635 -2.9482
O -2.0231 1.0196 -2.6490
H -2.2360 -1.6397 3.3356
H -0.8972 -2.1802 2.9271
O -1.6348 -1.6655 2.5803
*
```

Calculated atomic charges, method natural (NBO), unit e:
1 C -0.22
2 C -0.46
3 C -0.22
4 N -0.70
5 C 0.45
6 N -0.60
7 N -0.69
8 H 0.25
9 H 0.23
10 H 0.22
11 H 0.28
12 H 0.24
13 H 0.23
14 H 0.44
15 H 0.44
16 H 0.23
17 H 0.46
18 H 0.45
19 H 0.47
20 H 0.44
21 H 0.50
22 H 0.50
23 O -0.98
24 H 0.48
25 H 0.49
26 O -0.96
27 H 0.50
28 H 0.50
29 O -0.99
30 H 0.49
31 H 0.50
32 O -0.98
33 H 0.49
34 H 0.47
35 O -0.96

=====

(3)
Molecular formula: C38H30ClN6O4SSr
Method: DFT, ωB97M-V/def2-TZVPD

Structure (ORCA input):
```
! wB97M-V def2-TZVPD RIJCOSX def2/J DEFGRID3
* xyz -1 1
Sr 0.3389 0.5487 -0.5712
N 3.4542 -2.7208 -0.6171
C 2.3919 -2.0775 -0.0106
S 0.8334 -2.7291 -0.1862
N 2.7119 -1.0942 0.8092
N 1.7007 -0.2915 1.1675
C 1.6030 0.1743 2.3578
C 2.4889 -0.2670 3.4673
C 3.4902 0.5566 3.9717
C 4.3465 0.0941 4.9605
C 4.2128 -1.1971 5.4491
C 3.2143 -2.0229 4.9511
C 2.3577 -1.5617 3.9639
C 0.4554 1.0859 2.5998
C -0.3052 1.1304 3.9416
C -0.6079 2.6015 4.1491
C -0.4116 3.2859 3.0282
C 0.1411 2.4141 1.9672
N -0.5723 1.1653 1.5788
H 3.1669 -3.2996 -1.3877
H 4.2561 -2.1327 -0.7935
H 3.6021 1.5577 3.5718
H 5.1272 0.7396 5.3447
H 4.8933 -1.5613 6.2091
H 3.1129 -3.0342 5.3252
H 1.5944 -2.2115 3.5516
H 0.2033 0.6374 4.7675
H -1.0220 2.9849 5.0717
H -0.5813 4.3431 2.8770
H 0.7159 2.8367 1.1604
Cl -2.7842 0.0860 -7.1003
C -1.8282 -0.1518 -5.6550
C -0.5596 -0.7360 -5.7624
C 0.1957 -0.8850 -4.6343
C -0.2469 -0.4597 -3.3396
O 0.5504 -0.5029 -2.3598
C -1.6008 0.0279 -3.2398
C -2.3136 0.3244 -2.0228
N -2.0374 0.0501 -0.7895
C -3.1051 0.1783 0.1271
C -4.3848 -0.2087 -0.3031
C -5.5116 -0.1631 0.4963
C -5.3804 0.2322 1.8102
C -4.1280 0.5553 2.3164
C -3.9996 0.8743 3.7360
C -2.8256 0.8130 4.3561
C -1.6212 0.4327 3.5504
N -1.8148 0.9138 2.1799
C -2.9702 0.5447 1.4949
C -2.3245 0.2177 -4.4368
H -0.1899 -1.0484 -6.7303
H 1.1877 -1.3162 -4.6819
H -3.2771 0.8051 -2.2287
H -4.4805 -0.6264 -1.2956
H -6.4725 -0.4651 0.0997
H -6.2378 0.2598 2.4724
H -4.9058 1.1219 4.2772
H -2.7101 0.9877 5.4193
H -1.4799 -0.6645 3.5590
H -3.3188 0.6467 -4.3823
C -3.8006 5.9112 -2.6276
O -2.6096 6.5613 -2.2391
C -1.5740 5.7648 -1.8686
C -0.3630 6.4454 -1.6007
C 0.7400 5.7271 -1.2443
C 0.7227 4.3190 -1.1177
C 1.9146 3.5677 -0.8081
C 3.2285 4.3171 -0.6310
O 1.9495 2.3369 -0.6797
C -0.5207 3.6222 -1.3501
O -0.6405 2.3710 -1.2149
C -1.6518 4.4066 -1.7477
H -4.4782 6.6927 -2.9639
H -4.2587 5.3731 -1.7931
H -3.6201 5.2118 -3.4486
H -0.3394 7.5232 -1.6914
H 1.6579 6.2697 -1.0589
H 3.5639 4.6962 -1.5983
H 3.9687 3.6203 -0.2452
H 3.1272 5.1567 0.0557
H -2.5659 3.8559 -1.9292
*
```

Calculated atomic charges, method Mulliken, unit e:
1 Sr 3.24
2 N -0.52
3 C 0.33
4 S -0.49
5 N -1.75
6 N 1.44
7 C -0.57
8 C -0.46
9 C -0.10
10 C -0.73
11 C -0.35
12 C -0.77
13 C 0.10
14 C -0.07
15 C -0.46
16 C -1.29
17 C -1.03
18 C 0.29
19 N 0.65
20 H 0.25
21 H 0.24
22 H 0.46
23 H 0.38
24 H 0.37
25 H 0.39
26 H 0.49
27 H 0.76
28 H 0.45
29 H 0.53
30 H 0.26
31 Cl -0.29
32 C 0.14
33 C -0.48
34 C -0.74
35 C 0.47
36 O -0.99
37 C 0.95
38 C -1.00
39 N 0.11
40 C 0.15
41 C -0.48
42 C -1.04
43 C -0.80
44 C 1.01
45 C -0.90
46 C -1.16
47 C 0.29
48 N -0.04
49 C -0.30
50 C -1.24
51 H 0.40
52 H 0.40
53 H 0.55
54 H 0.57
55 H 0.40
56 H 0.36
57 H 0.41
58 H 0.46
59 H 0.44
60 H 0.43
61 C -0.77
62 O -0.49
63 C 1.15
64 C -1.10
65 C -0.81
66 C 0.70
67 C 0.65
68 C -1.90
69 O -0.58
70 C -0.75
71 O 0.24
72 C -0.63
73 H 0.24
74 H 0.31
75 H 0.32
76 H 0.41
77 H 0.33
78 H 0.38
79 H 0.38
80 H 0.39
81 H 0.36

=====

What ΔE to the lowest compared entry with this formula, charge and spin values result from the calculations? In sequence: 19.5, 43.6, 443.1 kJ/mol.
What frontier orbital gap values result from the calculations? In sequence: 5.16, 11.18, 6.62 eV.